{"formula": "C45H60O4P2S3SbSiSn", "method": "the ωB97M-V functional and the def2-TZVPD basis", "s_squared": 0.758, "multiplicity": 2, "total_charge": -2, "lumo_energy_ha": [0.141, 0.119], "molar_mass_g_mol": 1091.677, "relative_energy_ev": 0.000, "gap_ev": [5.86, 5.46], "e_homo_ev": [-2.0, -2.2], "elements": ["Sn", "C", "Si", "C", "C", "C", "C", "C", "C", "P", "C", "C", "C", "C", "C", "C", "C", "C", "C", "C", "C", "C", "C", "C", "C", "C", "C", "C", "P", "C", "C", "C", "C", "C", "C", "C", "C", "C", "C", "C", "C", "H", "H", "H", "H", "H", "H", "H", "H", "H", "H", "H", "H", "H", "H", "H", "H", "H", "H", "H", "H", "H", "H", "H", "H", "H", "H", "H", "H", "H", "H", "H", "H", "H", "H", "H", "H", "H", "H", "H", "H", "H", "H", "H", "H", "H", "H", "H", "H", "H", "H", "H", "H", "H", "H", "H", "S", "Sb", "S", "S", "O", "C", "O", "C", "C", "C", "C", "O", "C", "O", "C", "C", "H", "H", "H", "H", "H"], "positions_angstrom": [[-1.398, -2.836, -0.430], [-2.687, -2.707, 2.715], [-1.319, -1.669, 1.991], [-1.796, 0.172, 2.377], [-1.416, 0.694, 3.642], [-1.679, 1.999, 4.074], [-2.300, 2.842, 3.189], [-2.694, 2.356, 1.893], [-2.463, 1.070, 1.502], [-3.121, 0.186, -0.017], [-4.907, 0.755, 0.006], [-5.754, -0.290, -0.768], [-5.863, -1.609, 0.047], [-6.511, -1.409, 1.341], [-5.721, -0.350, 2.181], [-5.528, 0.961, 1.428], [-2.563, 1.187, -1.546], [-2.713, 2.724, -1.590], [-1.380, 3.413, -1.288], [-0.325, 3.204, -2.418], [-0.495, 1.747, -2.945], [-1.123, 0.821, -1.885], [0.245, -2.062, 2.995], [0.274, -3.069, 4.028], [1.371, -3.153, 4.919], [2.351, -2.147, 4.858], [2.343, -1.225, 3.835], [1.390, -1.222, 2.843], [1.379, -0.331, 1.246], [3.027, -0.844, 0.525], [2.953, -2.315, 0.441], [4.201, -2.918, -0.159], [5.523, -2.120, 0.132], [5.316, -1.359, 1.462], [4.286, -0.265, 1.203], [1.508, 1.494, 1.526], [2.114, 2.289, 0.313], [2.099, 3.843, 0.516], [2.709, 4.175, 1.853], [1.987, 3.414, 3.010], [2.131, 1.940, 2.852], [-2.906, -2.589, 3.773], [-2.358, -3.743, 2.461], [-3.628, -2.567, 2.154], [-0.894, 0.003, 4.363], [-1.379, 2.212, 5.041], [-2.431, 3.931, 3.323], [-3.149, 3.063, 1.204], [-5.029, 1.664, -0.589], [-5.357, -0.484, -1.790], [-6.743, 0.094, -0.930], [-4.879, -2.071, 0.141], [-6.285, -2.397, -0.595], [-6.664, -2.330, 1.915], [-7.514, -1.024, 1.240], [-4.709, -0.716, 2.458], [-6.313, -0.222, 3.089], [-4.953, 1.601, 2.061], [-6.549, 1.365, 1.204], [-3.195, 0.693, -2.293], [-3.497, 3.046, -0.953], [-3.009, 2.999, -2.627], [-0.947, 3.022, -0.361], [-1.558, 4.479, -1.175], [0.640, 3.399, -2.013], [-0.519, 3.925, -3.195], [0.521, 1.372, -3.256], [-1.178, 1.801, -3.803], [-0.518, 0.853, -0.962], [-1.065, -0.176, -2.333], [-0.522, -3.782, 4.044], [1.477, -3.957, 5.627], [3.175, -2.069, 5.564], [3.025, -0.419, 3.772], [2.909, -0.439, -0.442], [2.104, -2.665, -0.115], [2.864, -2.773, 1.411], [4.034, -2.990, -1.208], [4.362, -3.944, 0.216], [5.748, -1.454, -0.680], [6.422, -2.737, 0.237], [6.260, -0.961, 1.781], [4.968, -2.039, 2.235], [4.767, 0.495, 0.582], [3.998, 0.218, 2.109], [0.474, 1.788, 1.576], [1.635, 1.994, -0.603], [3.139, 1.950, 0.182], [1.073, 4.211, 0.496], [2.659, 4.354, -0.286], [2.706, 5.266, 1.989], [3.755, 3.841, 1.815], [0.931, 3.735, 2.921], [2.364, 3.706, 3.965], [1.614, 1.369, 3.650], [3.210, 1.737, 2.938], [-1.306, -6.190, -2.984], [-1.913, -6.177, -0.763], [-3.399, -4.154, -0.614], [-0.067, -4.768, 0.222], [4.220, 1.605, -3.628], [3.610, 0.601, -3.285], [3.493, 0.054, -2.157], [2.879, -0.125, -4.423], [2.005, -1.196, -4.207], [1.289, -1.806, -5.250], [1.500, -1.323, -6.525], [0.892, -1.688, -7.728], [1.861, -1.324, -8.681], [2.511, -0.174, -8.162], [2.429, -0.346, -6.771], [3.077, 0.316, -5.768], [1.907, -1.491, -3.186], [0.749, -2.695, -5.028], [1.376, -1.117, -9.615], [2.605, -2.160, -8.699], [3.743, 1.131, -5.969]], "atomic_forces_ev_per_a": [[0.59, 0.30, 0.49], [-0.36, -0.83, -0.55], [-0.10, 0.08, -0.44], [0.72, 0.75, 0.87], [0.23, -1.46, 0.16], [-0.35, -1.48, -1.97], [-0.51, 0.78, -2.12], [0.53, 1.56, 1.45], [0.25, -2.09, -0.48], [-0.04, 1.53, -0.27], [-0.49, -0.32, 0.09], [0.91, -1.01, 0.38], [0.87, -0.61, -2.63], [0.17, 0.60, 1.87], [0.01, -1.06, -0.35], [-1.33, -0.80, -1.35], [-0.06, -0.47, 0.37], [0.75, -0.69, -1.20], [0.35, 0.11, -0.29], [-1.89, -0.95, 0.66], [0.97, 0.63, 0.16], [0.87, -0.08, -0.42], [0.77, -0.48, 1.10], [1.23, 1.30, -0.70], [-0.34, 0.90, -1.04], [-0.01, -0.44, 0.17], [-0.26, 0.07, -0.19], [-2.14, -0.48, 0.15], [0.36, 0.10, -0.76], [-1.16, 1.40, 1.31], [1.06, -1.32, 0.51], [1.67, -0.57, 0.00], [-0.78, -0.54, 1.04], [-0.20, -0.07, -1.15], [0.18, -0.56, -0.24], [0.97, 0.61, -0.26], [0.24, -0.04, 0.81], [-0.06, -1.16, -0.27], [0.31, -0.24, 0.67], [-0.51, 1.48, -1.25], [-0.27, -0.81, 0.08], [0.14, -0.04, 0.25], [-0.39, 0.41, 0.48], [0.38, -0.03, 0.16], [-0.51, 0.75, -0.80], [0.48, 0.97, 1.71], [-0.02, -0.73, 0.42], [-0.06, -0.07, 0.14], [0.32, 0.31, 0.35], [0.05, 0.06, 0.70], [-0.75, 0.40, 0.00], [0.31, 0.44, 0.42], [-0.67, 0.28, 0.21], [0.43, -0.03, -0.06], [-0.60, 0.37, -0.31], [-0.63, -0.07, -0.03], [0.29, 0.38, 0.23], [0.13, 0.77, 0.09], [0.66, 0.15, 0.47], [-0.18, 0.30, -0.15], [-0.76, 0.49, 0.70], [0.06, -0.03, 0.51], [-0.22, 0.15, 0.08], [0.04, 0.24, 0.29], [0.88, 0.02, 0.19], [0.03, 0.26, -0.50], [-1.17, 0.10, 0.07], [0.31, -0.31, -0.08], [0.04, -0.27, -0.34], [-0.05, -0.12, 0.55], [-0.35, -0.34, 0.25], [-0.21, -0.11, 0.19], [-0.23, -0.33, 0.10], [1.12, 0.30, 0.31], [0.27, 0.40, -1.22], [-0.58, -0.02, -0.35], [-0.34, -0.02, 0.71], [0.20, -0.11, -1.00], [-0.30, 0.27, -0.13], [-0.12, 0.68, -0.31], [-0.33, -0.44, -0.12], [0.53, 0.47, 0.36], [-0.07, -0.25, 0.15], [-0.23, -0.03, -0.23], [0.08, 0.32, 0.70], [-0.81, 0.24, 0.19], [-0.41, -0.07, -0.48], [0.24, 0.15, -0.04], [-0.23, 0.03, -0.12], [-0.25, -0.35, 0.14], [-0.01, -0.22, 0.27], [0.03, 0.17, 0.16], [0.18, -0.30, 0.37], [0.25, 0.48, 0.74], [0.31, 0.50, -0.14], [-0.31, -0.24, -0.20], [-0.22, -0.13, 0.43], [0.46, 0.29, -0.48], [-0.37, -0.07, -0.07], [-0.09, -0.26, -0.02], [0.78, 1.25, 0.04], [-0.69, -1.37, 0.09], [0.18, 0.43, -0.28], [-0.61, -0.07, -1.62], [0.46, 0.91, -0.58], [0.70, 0.27, 0.18], [-0.45, -0.65, 0.42], [-0.16, -0.34, 0.38], [0.68, -0.50, 1.31], [0.09, 0.50, -0.01], [-0.08, 0.11, -0.58], [0.13, -0.34, 0.91], [-0.17, -0.47, 0.47], [-0.79, -0.35, -0.09], [-0.02, 0.13, -0.47], [-0.27, 0.45, -0.47], [0.30, 0.26, 0.05]]}